No. 1
{"formula": "C5H6OS2", "method": "ωB97M-V/def2-TZVPD", "e_tot_ha": -1065.66432, "fmax_ev_per_a": 5.43, "homo_ev": -8.919, "lumo_ha": 0.015, "smiles": "CC1=CCSC(=O)S1", "homo_lumo_gap_ev": 9.3, "relative_energy_kj_mol": 169.1, "species": ["C", "C", "C", "C", "C", "H", "H", "H", "H", "H", "H", "O", "S", "S"], "positions_angstrom": [[-1.166314, -1.910772, -0.057787], [-0.337100, -0.668341, 0.187710], [0.452298, -0.190292, -0.894610], [1.472958, 0.893904, -0.734703], [-0.278796, 1.856439, 1.459829], [-2.222726, -1.643725, 0.534714], [-1.080580, -2.243773, -1.138198], [-0.770890, -2.716480, 0.537173], [0.284596, -0.506875, -1.869147], [2.531616, 0.524535, -0.346118], [1.735515, 1.344371, -1.808826], [-0.577028, 2.676899, 2.363829], [0.595050, 2.423892, -0.019202], [-0.638600, 0.160216, 1.785335]], "forces_ev_per_a": [[-1.89, 1.39, 1.59], [1.63, 1.08, -3.39], [-1.15, 0.03, 5.31], [1.06, 1.23, -1.92], [0.15, 2.57, 2.42], [2.10, -1.13, -2.41], [-0.86, 0.63, 1.29], [0.27, -0.45, 0.27], [-0.31, -1.17, -1.42], [-2.42, 1.10, -0.04], [-0.55, -1.00, 2.23], [0.69, -2.46, -3.08], [0.58, -1.11, 0.60], [0.68, -0.68, -1.44]]}

=====

No. 2
{"formula": "C5H6OS2", "method": "ωB97M-V/def2-TZVPD", "e_tot_ha": -1065.50839, "fmax_ev_per_a": 5.01, "homo_ev": -9.185, "lumo_ha": 0.012, "homo_lumo_gap_ev": 9.5, "relative_energy_kj_mol": 578.5, "species": ["C", "C", "C", "C", "C", "O", "S", "S", "H", "H", "H", "H", "H", "H"], "positions_angstrom": [[-1.988137, -0.461354, -0.542507], [-0.651415, -0.532767, -1.298323], [-1.352266, 0.414393, 0.425099], [0.025540, 0.253566, -0.218150], [1.332565, 0.231236, 0.458404], [-0.030861, 2.698789, 0.791023], [-1.201925, -2.144086, -0.800563], [-0.638049, 1.991062, -0.354143], [-3.081838, -0.560534, -0.891949], [-0.350898, -0.258657, -2.283917], [-1.483637, 0.767584, 2.111876], [1.299009, 1.019206, 1.265931], [2.095579, 0.627104, -0.145857], [1.487085, -0.619152, 0.950672]], "forces_ev_per_a": [[-2.04, -1.51, -1.63], [0.31, 0.16, -0.14], [0.92, 1.75, 4.60], [-1.14, 0.88, 0.85], [-1.44, 4.06, 0.28], [-0.03, 0.60, -0.25], [0.16, 0.39, 0.70], [-0.53, -1.13, 0.85], [2.08, 0.89, 0.41], [-0.57, -0.28, -0.97], [0.16, -1.05, -4.49], [-0.28, -0.73, -0.67], [1.31, -0.28, -1.10], [1.09, -3.76, 1.55]]}

=====

No. 3
{"formula": "C5H6OS2", "method": "ωB97M-V/def2-TZVPD", "e_tot_ha": -1065.65869, "fmax_ev_per_a": 3.01, "homo_ev": -8.950, "lumo_ha": 0.014, "smiles": "S=C1O[C@H]2C[C@]1(S)C2", "homo_lumo_gap_ev": 9.3, "relative_energy_kj_mol": 183.9, "species": ["C", "C", "C", "C", "C", "H", "H", "H", "H", "H", "H", "O", "S", "S"], "positions_angstrom": [[0.426795, 0.065578, 0.589985], [-1.146414, -0.057763, 0.340983], [-0.676352, -0.303826, -1.125176], [0.522499, 0.746119, -0.905187], [0.726011, -1.399109, 0.251427], [0.390991, 2.040451, 1.768779], [-1.666131, -0.995234, 0.785870], [-1.733347, 0.873224, 0.656153], [-1.253549, -0.294071, -2.035408], [0.117995, 1.729476, -0.866644], [1.430869, 0.601288, -1.539082], [0.013593, -1.542421, -0.951339], [1.239733, 0.982197, 1.956898], [1.607308, -2.445908, 1.072743]], "forces_ev_per_a": [[-0.07, 0.60, -1.47], [-1.18, -0.09, 0.91], [1.60, 1.80, 1.18], [-1.09, -2.72, 0.71], [-0.48, 1.76, -0.99], [0.54, -0.48, 0.18], [0.93, 1.63, -0.55], [0.90, -1.18, -0.89], [-0.33, -0.24, 0.03], [0.04, 0.92, -0.03], [-0.71, 0.20, 0.74], [1.01, -1.34, 1.16], [-1.13, -0.49, -0.70], [-0.04, -0.39, -0.28]]}

=====

No. 4
{"formula": "C5H6OSi", "method": "ωB97M-V/def2-TZVPD", "e_tot_ha": -558.63394, "fmax_ev_per_a": 3.29, "homo_ev": -8.758, "lumo_ha": 0.025, "smiles": "O=C[C@@]12[C@@H]3[C@H]1[C@]32[SiH3]", "homo_lumo_gap_ev": 9.4, "relative_energy_kj_mol": 179.3, "species": ["C", "C", "C", "C", "C", "O", "Si", "H", "H", "H", "H", "H", "H"], "positions_angstrom": [[1.817524, -0.578242, -0.474026], [0.424159, 1.323622, 0.932432], [0.037050, 1.580891, -0.497791], [1.086210, 0.588460, -0.142365], [-0.556199, 0.450281, 0.297410], [2.311937, -1.322310, 0.339259], [-1.705832, -1.015534, 0.158292], [2.098315, -0.926449, -1.561238], [0.609146, 1.762356, 1.865128], [-0.165374, 2.358430, -1.234947], [-2.686707, -0.884566, 1.147842], [-0.840768, -2.081455, 0.418141], [-2.429461, -1.255487, -1.248137]], "forces_ev_per_a": [[1.72, -2.13, -1.83], [-0.20, -0.57, -0.74], [0.39, -0.70, 0.31], [-2.74, 1.01, -0.04], [1.17, 0.75, -1.86], [0.00, -0.08, 1.03], [0.10, 0.88, -2.30], [-1.18, 1.43, 1.10], [0.21, 0.61, 0.78], [-0.01, -0.35, 0.67], [-1.20, 0.15, 1.11], [0.80, -1.57, 0.33], [0.95, 0.57, 1.45]]}

=====

No. 5
{"formula": "C5H6S", "method": "ωB97M-V/def2-TZVPD", "e_tot_ha": -592.18062, "fmax_ev_per_a": 3.92, "homo_ev": -7.866, "lumo_ha": 0.025, "smiles": "CCc1cc1=S", "homo_lumo_gap_ev": 8.5, "relative_energy_kj_mol": 239.6, "species": ["C", "C", "C", "C", "C", "S", "H", "H", "H", "H", "H", "H"], "positions_angstrom": [[0.723124, 1.502434, 0.621193], [0.223548, 0.253156, 0.693506], [0.799112, 0.853484, 1.883138], [-0.664265, -0.510737, -1.561232], [-0.249829, -0.909869, -0.080617], [0.920897, 0.708685, 3.506264], [0.882397, 2.379651, 0.146561], [-0.782970, 0.501945, -1.748462], [-1.545904, -1.177628, -1.942606], [0.204670, -0.645050, -2.171411], [0.670504, -1.666374, 0.098744], [-1.181284, -1.289698, 0.554920]], "forces_ev_per_a": [[-0.65, -2.97, 2.48], [1.60, 1.16, 0.00], [-1.50, -0.66, -0.70], [-0.17, -3.74, 0.78], [-0.89, -0.71, 1.44], [0.42, 0.21, -0.42], [0.51, 2.46, -1.67], [-1.17, 2.08, 0.47], [1.73, 1.47, 0.63], [0.52, -0.90, -0.64], [-2.37, 1.28, -0.90], [1.98, 0.32, -1.47]]}

=====

No. 6
{"formula": "C5H6S", "method": "ωB97M-V/def2-TZVPD", "e_tot_ha": -592.20662, "fmax_ev_per_a": 4.78, "homo_ev": -8.881, "lumo_ha": -0.037, "smiles": "C=CC(=C)C=S", "homo_lumo_gap_ev": 7.9, "relative_energy_kj_mol": 171.3, "species": ["C", "C", "C", "C", "C", "H", "H", "H", "H", "H", "H", "S"], "positions_angstrom": [[-2.497554, -0.992705, -0.039083], [-1.980625, 0.248716, 0.030711], [-0.441742, 0.527290, 0.120522], [-0.032513, 1.751342, -0.019210], [0.496730, -0.662662, 0.039824], [-3.567282, -1.193390, -0.174868], [-1.922612, -1.852322, -0.075559], [-2.667903, 1.133998, -0.112610], [1.067122, 1.880885, 0.198078], [-0.675628, 2.533648, -0.249493], [0.124994, -1.642353, 0.322294], [2.148471, -0.380772, -0.044027]], "forces_ev_per_a": [[-1.23, 2.24, -0.25], [0.70, -0.36, -0.57], [-3.20, -3.30, -1.30], [3.41, 0.41, 1.10], [2.06, 2.29, 1.69], [0.39, 0.43, 0.15], [1.24, -1.48, 0.21], [1.01, -0.96, 0.49], [-1.29, 0.45, -0.84], [-0.95, 1.42, 0.01], [-0.05, -0.03, -0.48], [-2.10, -1.09, -0.21]]}

=====

Question: Which formula does entry 4 have?
Answer: C5H6OSi